(1)
Formula: C16H25N3O4S
Source: the Open Molecules 2025 dataset
Level of theory: the ωB97M-V functional and the def2-TZVPD basis

Cartesian coordinates (Å):
C1 6.6187 0.7280 0.0592
C2 5.2783 0.0493 0.3150
C3 4.1324 0.8000 -0.3599
C4 2.7539 0.2390 -0.0164
H1 1.9877 0.9037 -0.4242
H2 2.6311 0.2086 1.0682
C5 2.5256 -1.1698 -0.5783
C6 1.1272 -1.6259 -0.2937
C7 0.0977 -1.4359 -1.1739
N1 -1.1918 -1.7922 -0.9155
C8 -1.4466 -2.3404 0.2251
N2 -0.5070 -2.5862 1.1540
C9 0.8538 -2.2426 0.9773
O1 1.6386 -2.4838 1.8680
H3 -0.7520 -3.0255 2.0340
S1 -3.0886 -2.8102 0.6209
C10 -3.9916 -2.0985 -0.7812
H4 -3.4047 -2.2780 -1.6812
C11 -4.3264 -0.6080 -0.6826
O2 -4.6504 -0.0004 -1.6810
N3 -4.3074 -0.0929 0.5540
H5 -3.8915 -0.6256 1.3048
C12 -4.5984 1.2882 0.8515
H6 -5.1292 1.3207 1.8058
H7 -5.2402 1.6811 0.0610
C13 -3.3164 2.1383 0.9506
C14 -2.6630 2.4198 -0.4168
H8 -3.3368 2.1833 -1.2367
H9 -2.3746 3.4684 -0.4869
C15 -1.4288 1.5209 -0.4090
H10 -0.6024 1.9175 -0.9932
C16 -1.1105 1.4500 1.0814
H11 -0.5605 0.5537 1.3755
H12 -0.5395 2.3349 1.3972
O3 -2.3643 1.4265 1.7354
H13 -1.6914 0.5324 -0.7836
H14 -3.5728 3.0785 1.4598
H15 -4.9280 -2.6548 -0.8476
O4 0.2966 -0.8655 -2.3698
H16 -0.5505 -0.8238 -2.8358
H17 2.6930 -1.1654 -1.6558
H18 3.2139 -1.8664 -0.1001
H19 4.2716 0.7776 -1.4434
H20 4.1669 1.8462 -0.0447
H21 5.3208 -0.9742 -0.0596
H22 5.0927 0.0027 1.3900
H23 6.6150 1.7435 0.4500
H24 7.4244 0.1786 0.5406
H25 6.8252 0.7743 -1.0082

Calculated values
- Relative energy (zero: lowest compared OMol25 entry of this formula, charge and spin): 8.7 kJ/mol
- Strongest force on any atom: 0.0148 hartree/bohr
- LUMO level: 0.4 eV
- SMILES: CCCCCc1c(O)nc(SCC(=O)NC[C@@H]2CCCO2)[nH]c1=O
- HOMO energy: -8.64 eV
- Orbital gap: 9.08 eV

(2)
Formula: C16H25NO
Source: the Open Molecules 2025 dataset
Level of theory: the ωB97M-V functional and the def2-TZVPD basis

Cartesian coordinates (Å):
C1 -1.4323 -1.4039 1.7102
H1 -1.0027 -0.4053 1.6801
C2 -2.2034 -1.7039 0.4295
H2 -2.6097 -2.7150 0.4917
H3 -1.5197 -1.6828 -0.4243
C3 -3.3577 -0.7186 0.2110
C4 -2.8764 0.7312 0.2412
O1 -3.3265 1.5551 1.0095
N1 -1.9437 1.0349 -0.6902
H4 -1.5486 0.2975 -1.2486
C5 -1.2930 2.3243 -0.7367
C6 -0.0489 2.3804 0.1560
C7 1.0150 1.3663 -0.2566
H5 0.6009 0.3565 -0.2130
H6 1.3269 1.5555 -1.2871
C8 2.2423 1.4237 0.6601
C9 3.2261 0.3547 0.2799
C10 3.0696 -0.9420 0.7542
C11 3.9453 -1.9434 0.3757
C12 4.9913 -1.6612 -0.4866
C13 5.1549 -0.3734 -0.9666
C14 4.2763 0.6261 -0.5868
H7 4.4096 1.6306 -0.9634
H8 5.9701 -0.1463 -1.6384
H9 5.6772 -2.4417 -0.7813
H10 3.8134 -2.9463 0.7555
H11 2.2566 -1.1652 1.4311
H12 2.7067 2.4085 0.5826
H13 1.9195 1.2791 1.6935
H14 0.3668 3.3885 0.1113
H15 -0.3571 2.1909 1.1862
H16 -2.0205 3.0598 -0.3853
H17 -1.0285 2.5438 -1.7745
C15 -4.1180 -0.9704 -1.0997
C16 -4.9323 -2.2593 -1.0775
H18 -5.6226 -2.2583 -0.2373
H19 -5.5096 -2.3521 -1.9945
H20 -4.2880 -3.1307 -0.9945
H21 -3.4148 -1.0024 -1.9359
H22 -4.7950 -0.1298 -1.2693
H23 -4.0614 -0.8165 1.0440
H24 -0.6282 -2.1241 1.8479
H25 -2.0943 -1.4575 2.5711

Calculated values
- Relative energy (zero: lowest compared OMol25 entry of this formula, charge and spin): 10.6 kJ/mol
- Strongest force on any atom: 0.0120 hartree/bohr
- LUMO level: 0.8 eV
- SMILES: CCC(CC)C(=O)NCCCCc1ccccc1
- HOMO energy: -9.12 eV
- Orbital gap: 9.93 eV

Question: What is the formula in the first record?
Answer: C16H25N3O4S

Question: Which formula does entry 2 have?
Answer: C16H25NO

Question: Among the records above, which one has the highest HOMO energy?
Answer: C16H25N3O4S